# 1
{"formula": "C4H6BrNO", "method": "the ωB97M-V functional and the def2-TZVPD basis", "smiles": "[O-][N+]#CBr.C=CC", "de_lowest_ev": 4.774, "orbital_gap_ha": 0.3354, "elements": ["O", "N", "C", "Br", "C", "C", "C", "H", "H", "H", "H", "H", "H"], "coordinates": [[-1.160, -2.374, -0.056], [-1.768, -1.400, -0.057], [-2.108, -0.284, -0.267], [-3.310, 1.061, -0.283], [0.890, 1.118, 1.224], [0.561, 0.777, -0.059], [1.162, -0.431, -0.831], [1.508, 0.607, 1.840], [0.358, 1.999, 1.801], [-0.291, 1.269, -0.496], [0.866, -0.531, -1.845], [1.065, -1.450, -0.196], [2.229, -0.363, -0.775]], "atomic_forces_ev_per_a": [[1.896, -4.286, 0.592], [-2.079, 5.823, -1.231], [-0.253, -1.749, 0.586], [0.038, -0.082, 0.088], [-3.642, 2.798, -2.212], [0.781, -0.903, 1.893], [0.081, -1.125, 3.627], [2.250, -1.668, 1.408], [0.936, -1.776, -1.578], [0.203, 0.479, -0.390], [-0.523, -0.166, -0.713], [-0.507, 2.203, -1.667], [0.818, 0.452, -0.402]], "lowdin_charge": [0.06, -0.22, -0.62, 0.80, -0.01, -0.24, -0.11, 0.00, 0.09, 0.04, 0.05, 0.12, 0.05]}

# 2
{"formula": "C4H6BrNO2", "method": "the ωB97M-V functional and the def2-TZVPD basis", "de_lowest_ev": 2.594, "orbital_gap_ha": 0.3714, "elements": ["C", "C", "C", "C", "N", "O", "O", "Br", "H", "H", "H", "H", "H", "H"], "coordinates": [[-0.253, -0.659, -0.974], [1.213, 0.416, 2.281], [-1.296, -0.942, -2.010], [0.840, 1.679, 2.361], [0.611, 0.208, -0.755], [-0.173, -1.542, -0.004], [1.656, -0.666, 2.103], [0.414, 1.728, -1.740], [-2.252, -0.263, -1.837], [-0.903, -0.743, -2.974], [-1.485, -2.002, -1.754], [0.486, 2.186, 3.262], [0.644, 1.995, 1.370], [0.498, -1.396, 0.671]], "atomic_forces_ev_per_a": [[-0.176, -0.501, 0.919], [1.009, -0.828, -0.005], [-1.566, 0.741, 2.272], [-0.110, -1.353, 0.905], [1.442, 2.671, -0.377], [-1.859, -3.603, 0.432], [-0.930, 1.655, 0.481], [0.118, 1.110, -0.970], [1.972, -1.507, -0.290], [0.201, -0.053, -0.944], [-0.513, 0.504, -0.928], [0.295, -0.357, -0.503], [-0.227, 0.902, -0.871], [0.344, 0.620, -0.121]], "lowdin_charge": [-0.66, -0.25, -0.02, 0.03, -0.40, 0.06, 0.12, 0.67, 0.14, 0.05, 0.09, 0.07, 0.02, 0.07]}

# 3
{"formula": "C4H6BrNO2", "method": "the ωB97M-V functional and the def2-TZVPD basis", "multiplicity": 3, "de_lowest_ev": 3.551, "orbital_gap_ha": [0.2108, 0.2257], "elements": ["C", "C", "C", "C", "N", "O", "O", "Br", "H", "H", "H", "H", "H", "H"], "coordinates": [[1.969, 1.776, 0.685], [1.840, 0.539, 0.407], [0.517, -0.202, 0.123], [-0.966, -0.620, 0.791], [-1.412, -1.813, 0.281], [0.742, -1.123, -0.931], [-0.723, 0.443, -0.070], [3.384, -0.463, -0.059], [2.904, 2.306, 0.866], [1.202, 2.312, 1.165], [-1.124, -0.504, 1.870], [-0.899, -1.981, -0.629], [1.094, -0.634, -1.608], [-1.222, -2.605, 0.962]], "atomic_forces_ev_per_a": [[1.975, 11.223, 2.810], [-3.890, -12.713, -2.829], [3.131, 1.149, -1.141], [2.222, -0.490, 0.685], [0.400, -1.685, -0.433], [-1.935, -2.013, 3.191], [-0.570, 0.463, 0.532], [-0.161, 0.336, 0.378], [-0.007, -0.464, -0.503], [-1.208, 0.397, 0.582], [-0.007, 0.659, -0.558], [-0.976, -0.042, 1.292], [1.534, 1.787, -2.782], [-0.506, 1.392, -1.225]], "mulliken_spin": [0.83, 0.54, 0.01, 0.23, 0.13, 0.02, 0.08, 0.10, 0.02, 0.05, 0.00, -0.01, 0.00, 0.00]}

# 4
{"formula": "C4H6BrNOS", "method": "the ωB97M-V functional and the def2-TZVPD basis", "smiles": "C/C(O)=C\\Br.C#[N+][S-]", "de_lowest_ev": 2.477, "orbital_gap_ha": 0.3291, "elements": ["C", "C", "O", "C", "Br", "H", "H", "H", "H", "H", "C", "N", "S", "H"], "coordinates": [[1.878, 0.342, 1.627], [1.145, -0.343, 0.487], [1.691, -1.598, 0.432], [0.178, -0.006, -0.394], [-0.593, 1.734, -0.229], [1.577, -0.215, 2.473], [1.848, 1.543, 1.836], [3.026, 0.246, 1.393], [1.308, -2.209, -0.094], [-0.493, -0.636, -0.955], [-3.451, 1.499, 1.086], [-3.896, 0.572, 0.583], [-4.659, -0.635, 0.017], [-2.899, 2.272, 1.448]], "atomic_forces_ev_per_a": [[2.350, 3.468, -1.652], [-0.233, -0.442, -1.183], [2.362, 2.822, 3.221], [0.120, 0.952, 1.843], [0.344, 0.093, -0.265], [0.136, -0.359, 1.205], [-0.843, -3.092, -0.828], [-2.170, -0.386, 0.678], [-2.379, -2.663, -2.922], [0.570, -0.353, -0.237], [-0.336, -0.593, -0.325], [0.274, 1.384, 0.945], [-1.225, -2.444, -1.299], [1.029, 1.613, 0.816]], "lowdin_charge": [-0.05, -0.48, 0.05, -0.48, 0.69, 0.06, 0.12, 0.12, 0.05, 0.05, -0.01, -0.71, 0.56, 0.03]}

# 5
{"formula": "C4H6BrNS", "method": "the ωB97M-V functional and the def2-TZVPD basis", "smiles": "CN1SC=C[C@H]1Br", "de_lowest_ev": 1.926, "orbital_gap_ha": 0.3057, "elements": ["C", "N", "S", "C", "C", "C", "Br", "H", "H", "H", "H", "H", "H"], "coordinates": [[0.572, -1.743, -0.579], [0.555, -0.376, -0.246], [1.133, 0.841, -1.249], [0.299, 2.027, -0.198], [-0.368, 1.534, 0.810], [-0.371, 0.047, 0.701], [-2.404, -0.509, -0.127], [-0.178, -2.115, 0.045], [0.216, -1.874, -1.570], [1.466, -2.385, -0.323], [0.641, 3.010, -0.375], [-1.135, 2.113, 1.323], [-0.427, -0.569, 1.788]], "atomic_forces_ev_per_a": [[1.181, -1.489, 0.323], [-0.002, 1.090, 2.153], [-0.784, 1.086, 0.773], [2.664, -0.284, -1.900], [-1.536, -1.693, -0.158], [-0.262, -0.882, 2.609], [0.120, 0.177, 0.323], [-1.288, -1.161, 0.712], [-0.006, -0.402, -1.079], [-0.387, 1.279, -0.572], [-0.400, 1.162, -0.273], [0.605, -0.347, 0.489], [0.096, 1.464, -3.398]], "lowdin_charge": [-0.16, -0.57, 0.99, -0.36, -0.21, -0.54, 0.28, 0.02, 0.08, 0.12, 0.06, 0.12, 0.18]}

# 6
{"formula": "C4H6CaF3N2O12P", "method": "the ωB97M-V functional and the def2-TZVPD basis", "multiplicity": 2, "charge": -3, "orbital_gap_ha": [0.2346, 0.2344], "elements": ["Ca", "P", "O", "O", "O", "O", "N", "O", "O", "O", "N", "O", "O", "O", "C", "O", "O", "C", "F", "F", "F", "C", "C", "H", "H", "H", "H", "H", "H"], "coordinates": [[-0.415, 0.819, 0.230], [-2.929, 1.961, 0.001], [-3.094, 3.135, 1.031], [-2.494, 0.664, 0.687], [-1.737, 2.275, -0.884], [-4.296, 1.839, -0.826], [0.646, 3.381, 2.476], [1.726, 3.366, 3.114], [0.430, 2.668, 1.470], [-0.203, 4.240, 2.703], [1.021, -0.183, 3.055], [0.888, -0.340, 1.864], [0.131, 0.272, 3.739], [2.100, -0.376, 3.508], [1.397, -0.312, -1.876], [0.215, -0.890, -1.252], [1.550, 0.957, -1.296], [2.687, -1.214, -1.651], [2.764, -2.160, -2.564], [3.847, -0.602, -1.824], [2.792, -1.794, -0.427], [-0.343, -2.133, -1.629], [-1.621, -2.525, -0.770], [-2.391, -1.753, -0.786], [-2.098, -3.423, -1.164], [-1.403, -2.636, 0.293], [0.372, -2.956, -1.633], [-0.713, -2.094, -2.653], [1.169, -0.186, -2.935]], "atomic_forces_ev_per_a": [[2.156, 0.981, 0.514], [-1.830, -0.426, -1.941], [-1.006, -0.191, -0.391], [-1.626, -0.888, 0.929], [0.211, 0.855, -0.979], [2.001, 0.630, 2.026], [0.298, 1.189, -0.978], [-0.456, -0.646, -0.312], [0.877, -1.103, 0.235], [-0.583, 0.788, 1.194], [-0.452, 1.639, 0.476], [-1.447, -1.097, -4.146], [-2.366, 0.389, 1.351], [4.294, -1.421, 2.510], [0.656, 3.983, 2.269], [-0.169, -1.391, 0.256], [-0.225, -3.467, -1.301], [-0.734, 0.894, 1.401], [-0.670, -2.479, -1.510], [0.795, 1.673, 0.051], [-0.658, 0.070, -0.544], [-1.393, -0.397, 0.106], [0.958, 0.948, -0.163], [0.178, 0.348, -0.252], [0.296, -0.242, -0.068], [0.287, -0.232, -0.042], [0.336, 0.008, 0.417], [0.031, 0.285, -0.445], [0.239, -0.697, -0.662]], "mulliken_spin": [0.00, -0.08, 0.66, 0.00, 0.08, 0.33, 0.00, 0.00, 0.00, 0.00, 0.00, 0.00, 0.00, 0.00, 0.00, 0.00, 0.00, 0.00, 0.00, 0.00, 0.00, 0.00, 0.00, 0.00, 0.00, 0.00, 0.00, 0.00, 0.00]}

# 7
{"formula": "C4H6CaO3", "method": "the ωB97M-V functional and the def2-TZVPD basis", "multiplicity": 2, "charge": 1, "orbital_gap_ha": [0.3775, 0.2657], "elements": ["H", "C", "H", "H", "C", "O", "C", "O", "Ca", "O", "C", "H", "H", "H"], "coordinates": [[-4.036, -1.069, -0.457], [-3.398, 0.840, -0.352], [-2.871, 1.720, -0.745], [-3.859, 0.967, 0.639], [-3.372, -0.328, -0.974], [0.876, -1.800, -0.845], [1.354, -0.805, -0.220], [0.595, 0.155, 0.106], [-1.058, -0.907, -0.832], [2.631, -0.814, 0.070], [3.173, 0.309, 0.773], [3.039, 1.224, 0.186], [2.688, 0.414, 1.750], [4.237, 0.093, 0.901]], "atomic_forces_ev_per_a": [[0.491, -0.487, -1.467], [1.133, 0.531, -1.057], [-0.435, 0.027, 0.097], [0.130, -0.236, -0.285], [-2.773, 0.628, 2.686], [0.433, -0.604, -0.207], [0.637, -0.210, 0.063], [-0.198, 0.754, 0.327], [0.843, -0.353, -0.062], [-0.273, -0.342, -0.245], [0.164, 0.490, 0.287], [0.033, -0.223, 0.180], [0.127, 0.000, -0.258], [-0.312, 0.024, -0.058]], "mulliken_spin": [0.08, -0.05, 0.03, 0.07, 0.85, 0.00, 0.00, 0.00, 0.02, 0.00, 0.00, 0.00, 0.00, 0.00]}

# 8
{"formula": "C4H6Cl2", "method": "the ωB97M-V functional and the def2-TZVPD basis", "de_lowest_ev": 3.984, "orbital_gap_ha": [0.2999, 0.2985], "elements": ["C", "C", "C", "C", "Cl", "Cl", "H", "H", "H", "H", "H", "H"], "coordinates": [[-1.559, 0.999, 0.629], [-0.620, 0.457, 1.347], [0.542, -0.982, -1.099], [1.205, -0.184, -0.120], [2.188, -1.046, 0.954], [1.592, 1.433, -0.593], [-2.414, 1.532, 1.057], [-1.576, 0.914, -0.412], [-0.343, 0.361, 2.336], [-0.051, -0.316, -1.745], [-0.215, -1.692, -0.533], [1.251, -1.474, -1.821]], "atomic_forces_ev_per_a": [[-0.611, 0.176, 1.748], [1.947, -0.559, -3.952], [-2.319, -1.907, -1.494], [-2.995, 2.058, 3.384], [1.179, -0.137, 0.499], [0.882, -0.022, -0.122], [0.138, -0.180, 0.075], [0.137, 0.016, -1.635], [0.440, -0.128, 1.878], [-0.063, -0.271, 0.285], [1.841, 0.993, -1.533], [-0.576, -0.040, 0.865]], "lowdin_charge": [-0.10, -0.01, -0.27, -1.28, 0.64, 0.62, 0.06, 0.02, 0.02, 0.06, 0.13, 0.10]}